Below is an isolated molecule of C3H2N2 at a distorted geometry, with properties calculated with the ωB97M-V functional and the def2-TZVPD basis.

Output
Relative energy (zero: lowest compared OMol25 entry of this formula, charge and spin) in kcal/mol: 41.3
Kohn-Sham gap in eV: 10.33
M in g mol⁻¹: 66.06
Largest force on an atom in Eh/bohr: 0.1038
HOMO level in eV: -10.414
Structure (SMILES): C=C=NC#N
Calculated total energy in Eh: -224.93143

Last column: natural (NBO) charge in e.
Atoms and positions in Å:
C 1.86806 0.07337 -0.03090  0.39
C -1.44591 -0.06334 -0.15503  -0.59
C -0.26368 0.48350 0.10548  0.50
N 2.80977 -0.59386 -0.08344  -0.33
N 0.91357 0.81612 0.37395  -0.49
H -1.72510 -0.72540 0.69799  0.26
H -2.15671 0.00961 -0.90804  0.26

***

Below is an isolated molecule of C4H4O at a distorted geometry, with properties calculated with the ωB97M-V functional and the def2-TZVPD basis.

Output
Relative energy (zero: lowest compared OMol25 entry of this formula, charge and spin) in kcal/mol: 110.5
Kohn-Sham gap in eV: 9.01
M in g mol⁻¹: 68.08
Largest force on an atom in Eh/bohr: 0.0603
HOMO level in eV: -8.235
Calculated total energy in Eh: -229.85181

Last column: natural (NBO) charge in e.
Atoms and positions in Å:
C 0.75858 -0.10799 0.69906  -0.16
C -0.51350 -0.30019 0.66485  -0.17
C 0.03093 -0.59893 -0.72392  -0.44
C -0.46400 0.06033 -1.97978  0.28
O -0.64868 1.33549 -1.93457  -0.64
H 1.70262 0.19100 1.06257  0.24
H -1.43978 -0.34400 1.19115  0.23
H 0.20027 -1.65500 -0.91674  0.20
H -0.40647 1.80332 -1.10267  0.45

***

Below is a structure of composition C12H24O10Zr at a distorted geometry, with properties calculated with the ωB97M-V functional and the def2-TZVPD basis.

Output
Relative energy (zero: lowest compared OMol25 entry of this formula, charge and spin) in kcal/mol: 3.2
Kohn-Sham gap in eV: 1.77
M in g mol⁻¹: 419.54
Total charge: -4
Largest force on an atom in Eh/bohr: 0.1208
HOMO level in eV: 5.772
Calculated total energy in Eh: -1270.55654

Last column: natural (NBO) charge in e.
Atoms and positions in Å:
Zr 0.13866 0.42144 0.74442  2.43
O -3.93350 1.28633 3.88142  -0.95
C -3.03598 2.18996 3.43526  -0.02
C -1.71663 1.64380 2.76502  -0.08
O -1.62349 0.38468 2.09799  -0.82
H -2.82049 2.98524 4.21319  0.01
H -3.52789 2.84949 2.65833  0.04
H -0.90845 1.67562 3.53490  0.09
H -1.36692 2.39829 2.03039  0.12
O 0.79667 2.51701 0.85799  -0.91
C 1.77455 2.77570 1.82288  -0.07
C 2.30441 1.45005 2.53690  -0.05
O 1.50835 0.33059 2.41954  -0.88
H 1.30229 3.34327 2.64445  0.13
H 2.63674 3.35690 1.44370  0.09
H 2.49152 1.72615 3.59075  0.11
H 3.29395 1.26627 2.05695  0.07
O -1.14905 0.79849 -0.96211  -0.92
C -2.24570 0.85116 -1.81465  -0.06
C -3.43138 -0.14977 -1.74646  -0.03
O -4.16254 -0.11302 -0.64684  -0.86
H -1.85590 0.73427 -2.86293  0.05
H -2.66041 1.87581 -1.84086  0.11
H -3.07849 -1.20328 -1.90423  0.07
H -4.07729 0.02974 -2.66468  -0.01
O 0.04922 -1.71754 0.37863  -0.92
C -0.11619 -3.09942 0.48849  -0.07
C -1.23770 -3.90630 1.28025  0.01
O -2.29066 -3.33005 1.80536  -0.84
H 0.86134 -3.48266 0.86351  0.08
H -0.14892 -3.55188 -0.52780  0.08
H -0.70782 -4.57386 2.03181  -0.01
H -1.58566 -4.69713 0.53965  0.00
O 1.98099 0.39365 -0.69611  -0.58
C 2.76964 0.16668 -1.57195  0.83
O 2.60984 -0.82711 -2.42928  -0.52
C 1.33984 -1.52325 -2.45201  -0.12
C 0.88945 -1.65455 -3.88324  -0.64
C 3.92748 1.08969 -1.81165  -0.71
H 0.55942 -1.07130 -1.83358  0.29
H 1.51526 -2.50116 -2.00059  0.20
H 0.00497 -2.28004 -4.00694  0.23
H 1.59770 -2.14743 -4.56773  0.16
H 0.73092 -0.68438 -4.35976  0.20
H 3.58296 1.87467 -2.48363  0.23
H 4.80681 0.57524 -2.20047  0.20
H 4.20809 1.52395 -0.85429  0.24

***

Below is a structure of composition C13H14N7O4S at a distorted geometry, with properties calculated with the ωB97M-V functional and the def2-TZVPD basis.

Output
Kohn-Sham gap in eV: 5.77
M in g mol⁻¹: 364.37
Total charge: -1
Largest force on an atom in Eh/bohr: 0.2473
HOMO level in eV: -4.261
Calculated total energy in Eh: -1586.15240

Last column: natural (NBO) charge in e.
Atoms and positions in Å:
O -2.50061 2.71867 -2.19675  -0.35
N -1.45966 3.17805 -2.67966  0.52
C -0.21836 2.99301 -1.94511  -0.03
C -0.28675 2.68289 -0.62717  0.10
N 0.88063 2.58808 0.12163  -0.20
N 1.06430 2.35342 1.44378  -0.01
N 2.31455 2.48035 1.35208  -0.08
N 3.12729 2.73734 0.37911  -0.25
C 2.14981 2.82423 -0.53994  0.30
C 2.19383 3.11684 -1.92191  -0.25
C 1.02225 3.19792 -2.59937  -0.13
O -1.42470 3.80181 -3.74602  -0.39
H -1.23989 2.52677 -0.15165  0.28
H 3.14209 3.29182 -2.39977  0.24
H 1.00366 3.43070 -3.65340  0.25
C 1.48904 -3.30255 -1.27030  -0.62
C 1.63731 -1.87358 -0.79507  -0.23
N 0.42565 -1.38587 -0.12594  -0.46
C -0.52298 -0.74189 -0.95163  0.61
O -0.26139 -0.50179 -2.13161  -0.73
C -1.75899 -0.39732 -0.37630  -0.58
C -2.02970 -0.63511 0.98213  0.62
O -3.11417 -0.35332 1.49668  -0.71
N -1.00944 -1.21745 1.76341  -0.45
C -1.34685 -1.44334 3.17184  -0.22
C -1.99269 -2.79382 3.38926  -0.62
C 0.19761 -1.59893 1.21716  0.33
S 1.35648 -2.31508 2.16146  -0.32
H 2.40803 -3.69712 -1.70879  0.20
H 1.20784 -3.95735 -0.44500  0.22
H 0.70499 -3.37850 -2.02418  0.21
H 2.48442 -1.76754 -0.10975  0.22
H 1.82928 -1.20224 -1.63917  0.23
H -2.51417 0.04930 -0.99312  0.23
H -0.44145 -1.32393 3.77559  0.22
H -2.02985 -0.63829 3.46859  0.23
H -2.18718 -2.99957 4.44405  0.20
H -2.94433 -2.85468 2.85867  0.22
H -1.35590 -3.59195 3.00618  0.21

***

Below is a cluster of 10 separate species, C59H51O18PS in total, with properties calculated with the ωB97M-V functional and the def2-TZVPD basis.

Output
Kohn-Sham gap in eV: 6.19
M in g mol⁻¹: 1111.08
Largest force on an atom in Eh/bohr: 0.0062
HOMO level in eV: -7.968
Structure (SMILES): O=C1C=CC(=O)C=C1.O=C1C=CC(=O)C=C1.O=C1C=CC(=O)C=C1.O=C1C=CC(=O)C=C1.O=C1C=CC(=O)C=C1.O=C1C=CC(=O)C=C1.O=C1C=CC(=O)C=C1.O=C1C=CC(=O)C=C1.O=C1C=CC(=O)C=C1.CC[PH3]CSCC
Calculated total energy in Eh: -4372.31017

Last column: Löwdin charge in e.
Atoms and positions in Å:
C -7.08454 -1.79315 -1.21856  -0.18
C -6.71420 -0.47357 -1.87808  -0.48
P -7.96108 0.88572 -1.49005  0.72
C -9.25856 2.26703 -1.14528  -0.73
S -10.60240 1.70488 -0.08989  0.76
C -11.98496 1.94071 -1.22713  -0.57
C -12.01277 0.94356 -2.37370  -0.16
H -7.36933 -1.65007 -0.17025  0.07
H -7.94106 -2.25586 -1.71377  0.07
H -6.25967 -2.50370 -1.24756  0.04
H -5.73542 -0.12151 -1.53014  0.06
H -6.65278 -0.58147 -2.96783  0.04
H -7.35817 1.12993 -0.23204  0.02
H -7.47854 1.67257 -2.58228  0.01
H -9.03839 -0.04774 -1.58764  0.01
H -8.75753 3.11243 -0.66370  0.02
H -9.67060 2.61135 -2.09763  0.03
H -11.95221 2.96842 -1.59343  0.07
H -12.87499 1.86194 -0.60054  0.06
H -12.65201 1.29947 -3.18200  0.05
H -12.37649 -0.02787 -2.03700  0.07
H -11.01027 0.78746 -2.77997  0.04
C -11.13758 3.55400 -7.01267  0.01
C -11.94661 3.57585 -5.95842  0.03
C -13.13308 2.68837 -5.87870  -0.39
O -13.82590 2.65895 -4.88470  0.09
C -13.41216 1.80275 -7.03980  0.02
C -12.60392 1.77866 -8.09509  0.02
C -11.39296 2.63772 -8.15308  -0.38
O -10.62184 2.57362 -9.08763  0.10
H -10.24256 4.15626 -7.08242  0.12
H -11.77160 4.20987 -5.09851  0.12
H -14.28907 1.17339 -6.95573  0.12
H -12.76724 1.12975 -8.94630  0.12
C -1.93106 -2.32165 -1.85073  0.03
C -3.17421 -2.53920 -2.26907  0.02
C -3.76179 -3.90442 -2.25943  -0.38
O -4.89606 -4.09848 -2.63722  0.10
C -2.91239 -5.01771 -1.76021  0.03
C -1.66961 -4.80008 -1.34108  0.02
C -1.08342 -3.43618 -1.35678  -0.37
O 0.04932 -3.23196 -0.97454  0.09
H -1.47441 -1.34019 -1.83517  0.13
H -3.82233 -1.74895 -2.62788  0.11
H -3.36927 -5.99910 -1.76168  0.12
H -1.02682 -5.58954 -0.97306  0.12
C 2.47702 0.02779 2.77196  0.01
C 3.43982 -0.59411 3.44558  0.02
C 3.71030 -2.03726 3.23272  -0.37
O 4.60266 -2.59276 3.83942  0.08
C 2.86222 -2.76762 2.25830  0.03
C 1.90411 -2.14599 1.57620  0.03
C 1.64355 -0.69452 1.77970  -0.39
O 0.78585 -0.11848 1.14264  0.10
H 2.26859 1.08264 2.89318  0.12
H 4.07112 -0.09846 4.17129  0.12
H 3.08368 -3.81980 2.12923  0.12
H 1.28101 -2.64114 0.84390  0.09
C 4.62505 -1.79856 8.97675  0.01
C 4.89635 -2.81086 9.79319  0.01
C 5.24908 -4.15198 9.26843  -0.39
O 5.51492 -5.07071 10.01468  0.10
C 5.27592 -4.32468 7.79354  0.02
C 5.00576 -3.31560 6.96964  0.03
C 4.64984 -1.97064 7.50162  -0.37
O 4.38401 -1.04743 6.76110  0.10
H 4.39611 -0.80345 9.33463  0.12
H 4.90041 -2.70652 10.87074  0.12
H 5.53550 -5.31451 7.43928  0.12
H 5.02252 -3.41413 5.89198  0.09
C -8.02228 0.11605 -5.65674  0.02
C -7.77038 -1.11578 -6.08818  0.03
C -7.61795 -1.40811 -7.53921  -0.38
O -7.39266 -2.53227 -7.92915  0.11
C -7.75288 -0.27130 -8.48577  0.03
C -7.99734 0.96311 -8.05534  0.02
C -8.16133 1.25007 -6.60679  -0.37
O -8.40603 2.37022 -6.20808  0.09
H -8.14143 0.35841 -4.60768  0.09
H -7.66611 -1.96246 -5.42129  0.12
H -7.64329 -0.51364 -9.53509  0.12
H -8.11646 1.80550 -8.72260  0.12
C 5.26177 3.82602 -1.24194  0.03
C 5.28453 3.55731 0.05956  0.02
C 4.77157 2.26885 0.58766  -0.37
O 4.80971 2.01039 1.77209  0.10
C 4.21016 1.29751 -0.38776  0.04
C 4.18266 1.56808 -1.68864  0.02
C 4.72167 2.84716 -2.21850  -0.38
O 4.74013 3.07279 -3.40994  0.09
H 5.64680 4.74781 -1.65858  0.13
H 5.69139 4.24207 0.79239  0.12
H 3.83472 0.36971 0.02519  0.12
H 3.77899 0.87972 -2.42084  0.13
C 9.57060 -0.47832 8.76446  0.03
C 10.83923 -0.86909 8.84806  0.02
C 11.28663 -1.83414 9.88455  -0.39
O 12.44285 -2.18774 9.96136  0.10
C 10.26023 -2.35334 10.82723  0.02
C 8.99197 -1.96298 10.74799  0.02
C 8.54912 -0.99418 9.71164  -0.37
O 7.38990 -0.64611 9.63659  0.10
H 9.21798 0.22257 8.01639  0.10
H 11.60652 -0.51087 8.17340  0.12
H 10.61218 -3.06053 11.56750  0.12
H 8.22369 -2.32801 11.41812  0.12
C 9.69178 1.02402 -5.33740  0.02
C 9.51102 0.01287 -4.49336  0.02
C 8.22896 -0.15751 -3.76134  -0.38
O 8.06190 -1.07758 -2.99001  0.10
C 7.16216 0.84341 -4.01053  0.02
C 7.33896 1.85844 -4.85075  0.03
C 8.62135 2.02757 -5.58350  -0.38
O 8.79266 2.94741 -6.35254  0.11
H 10.61397 1.17443 -5.88417  0.12
H 10.27266 -0.73022 -4.29399  0.12
H 6.23757 0.69276 -3.46752  0.10
H 6.57177 2.59981 -5.03567  0.11
C 9.26456 3.56598 3.13740  0.02
C 9.32178 3.27563 4.43302  0.02
C 8.81867 1.97788 4.95498  -0.37
O 8.89310 1.71469 6.13609  0.10
C 8.23219 1.02318 3.98045  0.03
C 8.18055 1.31309 2.68376  0.02
C 8.69210 2.60487 2.15951  -0.38
O 8.64691 2.86965 0.97699  0.10
H 9.62866 4.49940 2.72721  0.12
H 9.73637 3.95216 5.16946  0.12
H 7.85826 0.09301 4.38978  0.12
H 7.76240 0.63709 1.94874  0.12

***

Below is a cluster of 2 separate species, C2H7N2O2 in total, with properties calculated with the ωB97M-V functional and the def2-TZVPD basis.

Output
Relative energy (zero: lowest compared OMol25 entry of this formula, charge and spin) in kcal/mol: 11.0
Kohn-Sham gap in eV: 8.61
M in g mol⁻¹: 91.09
Total charge: -1
Largest force on an atom in Eh/bohr: 0.0130
HOMO level in eV: -4.442
Calculated total energy in Eh: -340.45372

Last column: natural (NBO) charge in e.
Atoms and positions in Å:
N 0.91217 -1.15009 1.14167  -0.88
C 1.81632 -0.36744 0.27572  -0.04
N 1.22368 0.82651 -0.30453  -0.87
H 0.63436 -1.97938 0.62436  0.34
H 0.01838 -0.65404 1.16413  0.39
H 2.19337 -1.01868 -0.50828  0.14
H 2.70817 -0.02715 0.82289  0.14
H 1.16656 1.54635 0.40472  0.34
H 0.25315 0.60877 -0.54994  0.41
O -3.80630 -0.05102 -0.51930  -0.76
C -2.75448 0.55030 -0.75137  0.64
O -1.63516 0.44798 -0.18153  -0.85
H -2.73020 1.26789 -1.61854  -0.01